(1)
Molecular formula: C56H57N2O2PSTi
Method: DFT, ωB97M-V/def2-TZVPD

Structure (XYZ):
```
120
Properties=species:S:1:pos:R:3:mulliken_charge:R:1
Ti 0.639 -0.580 0.021 -2.187
O 3.263 -0.184 2.880 -0.716
C 3.110 -0.319 1.678 -0.060
O 1.914 -0.384 1.151 1.166
C 4.271 -0.404 0.745 0.343
C 5.527 -0.490 1.356 -1.301
C 6.690 -0.584 0.625 -0.707
C 6.621 -0.566 -0.766 -0.678
C 5.404 -0.457 -1.391 -1.304
C 4.205 -0.388 -0.663 1.962
S 2.764 -0.280 -1.619 -0.253
H 5.550 -0.484 2.435 0.491
H 7.645 -0.666 1.122 0.405
H 7.524 -0.636 -1.356 0.414
H 5.334 -0.429 -2.468 0.514
C -1.658 2.870 6.317 -0.593
C -2.598 2.931 5.301 -0.747
C -2.298 2.440 4.042 -0.025
C -1.049 1.877 3.796 0.304
C -0.108 1.825 4.820 -0.454
C -0.409 2.321 6.074 -0.787
P -0.537 1.066 2.234 1.615
C -1.764 1.639 0.993 -0.108
C -1.834 2.962 0.792 -1.846
C -1.201 2.891 -1.527 -0.540
C -1.683 1.576 -2.156 0.417
C -2.394 0.641 -1.235 -1.134
C -2.331 0.621 0.100 -0.706
C -1.138 -0.629 2.485 0.526
C -2.022 -0.967 3.504 -0.768
C -2.394 -2.286 3.672 -1.182
C -1.844 -3.235 2.831 -1.168
C -0.995 -2.869 1.794 0.422
C -0.616 -1.543 1.551 0.305
H -1.902 3.248 7.298 0.382
H -3.574 3.352 5.492 0.427
H -3.037 2.483 3.254 0.486
H 0.859 1.380 4.622 0.459
H 0.326 2.275 6.865 0.443
H -1.433 3.614 1.561 0.553
H -0.922 3.583 -2.331 0.745
H -2.253 1.717 -3.074 1.065
H -2.942 -0.144 -1.745 0.662
H -2.837 -0.192 0.616 0.652
H -2.418 -0.201 4.157 0.464
H -3.087 -2.565 4.452 0.417
H -2.081 -4.281 2.971 0.505
H -0.621 -3.675 1.187 0.535
C 2.695 2.993 1.760 -1.537
C 2.293 2.710 0.314 2.365
C 3.346 3.241 -0.668 -1.872
C 0.930 3.267 -0.054 1.084
C 0.707 4.601 0.110 0.033
C -0.435 5.415 -0.190 -1.738
C -1.693 5.040 -0.459 -1.229
C -2.154 3.611 -0.536 2.649
C -3.642 3.495 -0.938 0.308
C -3.929 4.230 -2.245 -1.581
C -4.549 3.984 0.192 -1.432
C 0.060 2.405 -0.798 -1.337
N 0.376 1.175 -1.138 1.019
C -0.274 0.969 -2.435 -1.854
C -0.109 -0.338 -3.170 0.758
C -0.152 -0.211 -4.558 -0.570
C 0.159 -1.246 -5.416 -1.188
C 0.582 -2.449 -4.873 -0.769
C 0.576 -2.620 -3.509 -0.873
C 0.191 -1.599 -2.611 0.465
N 0.104 -1.870 -1.263 1.559
C -0.008 -3.260 -1.001 -1.239
C 1.046 -4.002 -0.433 1.096
C 0.881 -5.365 -0.217 -0.176
C -0.301 -6.004 -0.542 -1.643
C -1.333 -5.276 -1.101 -0.475
C -1.207 -3.917 -1.343 1.349
C -2.372 -3.159 -1.937 2.112
C -2.680 -3.648 -3.354 -1.672
C -3.599 -3.255 -1.027 -1.556
C 2.340 -3.346 -0.014 3.137
C 3.528 -3.878 -0.822 -1.937
C 2.563 -3.506 1.495 -1.721
H 3.662 2.536 1.964 0.465
H 1.966 2.566 2.449 0.312
H 2.777 4.059 1.960 0.362
H 2.249 1.627 0.184 -2.032
H 3.455 4.321 -0.583 0.378
H 3.062 2.994 -1.689 0.407
H 4.309 2.777 -0.464 0.423
H 1.530 5.163 0.534 0.508
H -0.237 6.479 -0.142 0.406
H -2.428 5.815 -0.607 0.387
H -3.864 2.437 -1.092 0.165
H -3.858 5.306 -2.119 0.364
H -4.931 4.000 -2.598 0.463
H -3.226 3.931 -3.018 0.362
H -4.286 4.991 0.503 0.315
H -4.459 3.328 1.056 0.305
H -5.588 3.980 -0.130 0.476
H 0.214 1.699 -3.106 0.893
H -0.424 0.748 -4.982 0.477
H 0.120 -1.104 -6.484 0.431
H 0.919 -3.252 -5.511 0.466
H 0.890 -3.569 -3.101 0.471
H 1.687 -5.936 0.218 0.424
H -0.418 -7.060 -0.357 0.382
H -2.256 -5.774 -1.354 0.368
H -2.092 -2.104 -2.004 -1.391
H -2.962 -4.698 -3.355 0.362
H -1.802 -3.526 -3.984 0.255
H -3.494 -3.070 -3.788 0.431
H -3.962 -4.278 -0.960 0.391
H -4.406 -2.633 -1.412 0.408
H -3.346 -2.916 -0.024 0.309
H 2.252 -2.271 -0.227 -2.057
H 3.666 -4.947 -0.672 0.404
H 4.440 -3.365 -0.521 0.414
H 3.370 -3.691 -1.883 0.386
H 2.526 -4.552 1.794 0.469
H 1.793 -2.961 2.048 0.250
H 3.537 -3.106 1.777 0.440
```

The value obtained for the lowest unoccupied orbital energy is -1.37 eV. As for the max |F|: 0.041 hartree/bohr. Its net charge is 0.

=====

(2)
Molecular formula: C56H57N8O5P3S2Ta
Method: DFT, ωB97M-V/def2-TZVPD

Structure (XYZ):
```
132
Properties=species:S:1:pos:R:3:mulliken_charge:R:1
Ta 0.607 -0.238 0.187 1.260
C 0.172 3.625 -7.561 -0.996
S -0.788 2.276 -6.846 0.008
C -1.975 3.194 -5.812 -1.267
C -2.039 2.654 -4.383 0.576
C -0.715 2.907 -3.664 -0.685
N -0.416 2.069 -2.467 1.283
P -1.313 2.092 -1.015 -0.585
C -2.911 2.839 -1.348 0.722
C -4.013 1.995 -1.486 -0.171
C -5.253 2.523 -1.808 -0.846
C -5.398 3.893 -1.978 -0.763
C -4.309 4.742 -1.817 -0.821
C -3.065 4.219 -1.502 -0.045
C -0.404 3.269 0.093 0.908
C 0.421 4.334 -0.514 -0.574
C 0.643 5.468 0.161 -1.055
C 0.141 5.703 1.513 -1.261
C -0.707 4.851 2.082 -1.331
C -1.190 3.629 1.370 0.870
P 0.337 0.552 -2.604 0.709
C -0.803 -0.468 -3.598 2.384
C -0.599 -0.722 -4.958 -1.027
C -1.603 -1.305 -5.718 -1.066
C -2.822 -1.628 -5.141 -1.072
C -3.050 -1.342 -3.801 -1.139
C -2.051 -0.760 -3.040 0.202
C 1.809 0.764 -3.653 1.912
C 2.441 1.991 -3.857 -0.762
C 3.536 2.096 -4.702 -1.073
C 4.030 0.974 -5.348 -1.279
C 3.408 -0.253 -5.166 -1.180
C 2.301 -0.353 -4.341 -1.581
H 0.897 3.171 -8.235 0.391
H 0.704 4.192 -6.798 0.265
H -0.466 4.286 -8.142 0.372
H -2.961 3.118 -6.269 0.537
H -1.700 4.251 -5.825 0.512
H -2.250 1.585 -4.426 -0.212
H -2.872 3.123 -3.859 -0.053
H -0.644 3.957 -3.366 0.475
H 0.082 2.718 -4.384 0.408
H -3.902 0.926 -1.343 0.199
H -6.108 1.870 -1.920 0.498
H -6.366 4.305 -2.229 0.449
H -4.430 5.809 -1.941 0.484
H -2.218 4.887 -1.390 0.355
H 0.771 4.222 -1.532 0.681
H 1.180 6.279 -0.319 0.731
H 0.423 6.617 2.016 0.494
H -1.147 5.083 3.043 0.662
H -2.274 3.683 1.238 0.531
H 0.312 -0.422 -5.449 0.952
H -1.436 -1.482 -6.772 0.504
H -3.601 -2.081 -5.739 0.483
H -4.012 -1.561 -3.355 0.548
H -2.261 -0.490 -2.011 -0.985
H 2.073 2.893 -3.382 0.334
H 4.007 3.058 -4.842 0.610
H 4.883 1.062 -6.008 0.485
H 3.766 -1.127 -5.694 0.532
H 1.776 -1.293 -4.298 0.947
O 0.378 2.210 0.882 -0.268
C -0.748 2.248 1.841 -0.268
C -0.393 1.782 3.201 1.099
C -0.693 2.424 4.386 -0.774
C -0.501 1.739 5.573 -1.043
C -0.072 0.430 5.620 -0.942
C 0.226 -0.221 4.431 -0.466
C 0.101 0.476 3.243 -0.093
O 0.425 -0.091 2.037 1.697
N -0.805 2.441 6.843 1.042
O -0.693 1.799 7.857 -0.586
O -1.258 3.559 6.745 -0.595
H -1.500 1.545 1.454 -0.323
H -1.095 3.424 4.425 0.720
H 0.021 -0.065 6.577 0.548
H 0.526 -1.259 4.442 0.515
S -2.905 -3.173 -0.275 -0.236
C -3.457 -1.912 0.743 -0.624
C -2.517 -0.949 0.933 -1.541
C -1.292 -1.195 0.228 0.736
C -1.404 -2.393 -0.462 0.639
C -0.301 -2.855 -1.288 0.439
C -0.290 -3.976 -2.097 -0.537
C 0.859 -4.288 -2.808 -1.322
C 1.973 -3.469 -2.690 -0.828
C 1.896 -2.362 -1.871 -0.644
N 0.787 -2.054 -1.178 0.822
H -4.446 -1.966 1.171 0.605
H -2.710 -0.103 1.578 0.572
H -1.173 -4.598 -2.164 0.637
H 0.886 -5.163 -3.444 0.601
H 2.890 -3.676 -3.223 0.620
H 2.741 -1.690 -1.761 0.496
N 3.593 4.988 -1.636 -0.228
C 4.389 3.892 -1.747 -0.141
O 5.265 3.763 -2.567 -0.564
C 4.119 2.775 -0.766 0.759
C 5.154 2.370 0.065 -0.877
C 4.921 1.316 0.933 -1.316
C 3.705 0.672 0.875 -0.442
N 2.712 1.002 0.029 0.067
C 2.923 2.079 -0.740 0.238
H 3.877 5.800 -2.166 0.295
H 3.108 5.149 -0.769 0.272
H 6.109 2.877 0.036 0.599
H 5.670 0.988 1.639 0.621
H 3.504 -0.134 1.560 0.315
H 2.095 2.394 -1.355 -0.263
C 4.321 -3.951 2.818 -1.016
N 3.751 -4.415 1.554 0.183
C 2.562 -5.216 1.836 -1.013
N 1.563 -4.494 2.624 0.229
C 2.179 -4.001 3.856 -0.875
N 3.362 -3.180 3.609 0.214
C 3.068 -1.912 2.975 -1.759
P 2.214 -2.169 1.327 2.311
C 3.494 -3.343 0.617 -1.474
C 0.943 -3.432 1.864 -1.188
H 5.206 -3.344 2.622 0.405
H 4.625 -4.823 3.396 0.368
H 2.870 -6.096 2.400 0.322
H 2.113 -5.549 0.898 0.393
H 2.480 -4.859 4.456 0.341
H 1.443 -3.432 4.427 0.393
H 4.018 -1.397 2.810 0.713
H 2.463 -1.276 3.619 0.509
H 4.410 -2.783 0.415 0.374
H 3.143 -3.772 -0.322 0.349
H 0.465 -3.852 0.978 0.429
H 0.170 -2.936 2.457 0.316
```

The value obtained for the lowest unoccupied orbital energy is -9.37 eV. As for the max |F|: 0.019 hartree/bohr. Its net charge is +3.

=====

(3)
Molecular formula: C56H60As2ClN2O7S4V
Method: DFT, ωB97M-V/def2-TZVPD

Structure (XYZ):
```
133
Properties=species:S:1:pos:R:3:lowdin_spin:R:1
V -0.085 -0.232 0.444 2.657
O -0.534 -3.645 -4.415 0.001
C -0.391 -2.343 -4.621 0.001
C -0.551 -1.866 -5.930 0.000
C -0.374 -0.533 -6.227 0.001
C -0.017 0.364 -5.218 0.000
C 0.108 -0.112 -3.920 0.001
C -0.090 -1.441 -3.583 0.000
C 0.041 -1.858 -2.139 0.013
O 0.049 -0.934 -1.297 0.044
N 0.170 -3.147 -1.959 0.019
N 0.510 -3.605 -0.695 0.002
C 0.599 -4.861 -0.652 0.007
S 1.160 -5.739 0.782 0.002
C 1.636 -7.190 -0.154 0.000
C 0.543 -7.442 -1.175 0.000
S 0.256 -5.892 -2.044 0.002
H -0.351 -3.783 -3.430 0.000
H -0.807 -2.586 -6.699 0.000
H -0.502 -0.190 -7.247 0.000
H 0.163 1.410 -5.440 0.000
H 0.385 0.560 -3.120 0.000
H 1.743 -8.012 0.557 0.000
H 2.589 -7.003 -0.647 0.000
H -0.377 -7.756 -0.685 0.000
H 0.835 -8.186 -1.919 0.000
C 3.296 -0.153 2.044 0.004
As 2.012 -1.317 1.138 0.044
C 3.273 -1.989 -0.180 0.000
C 1.962 -2.671 2.567 0.007
C 3.171 -3.255 2.953 0.000
C 3.242 -4.136 4.019 0.001
C 2.086 -4.434 4.735 0.000
C 0.883 -3.854 4.366 0.000
C 0.786 -2.972 3.282 -0.002
As -1.002 -2.192 2.816 0.029
C -1.737 -2.221 4.624 0.013
C -1.872 -3.854 2.247 0.001
H 4.213 -0.695 2.271 0.000
H 2.866 0.233 2.969 0.000
H 3.518 0.685 1.383 0.000
H 4.021 -2.642 0.259 0.000
H 3.760 -1.106 -0.592 0.000
H 2.746 -2.518 -0.972 0.000
H 4.074 -3.029 2.401 0.000
H 4.190 -4.585 4.293 0.000
H 2.124 -5.115 5.579 0.000
H -0.010 -4.104 4.929 0.000
H -2.028 -3.229 4.929 0.002
H -2.626 -1.587 4.621 0.000
H -1.017 -1.812 5.333 0.000
H -1.505 -4.711 2.807 0.000
H -1.699 -3.996 1.181 0.000
H -2.945 -3.734 2.400 0.000
C -0.774 2.924 2.893 0.003
C 0.200 1.756 2.969 0.004
C 0.148 1.091 4.333 0.001
O -0.070 0.817 1.964 0.048
H -0.445 3.754 3.537 0.000
H -1.772 2.606 3.219 0.000
H -0.856 3.275 1.860 0.000
H 1.213 2.156 2.824 0.000
H -0.879 0.771 4.550 0.000
H 0.477 1.778 5.124 0.000
H 0.787 0.205 4.349 0.000
O -1.764 1.523 -0.164 0.014
S -1.825 1.502 -1.685 0.004
C -2.306 3.178 -2.115 0.000
C -2.225 3.595 -3.431 0.000
C -2.549 4.911 -3.752 0.000
C -2.945 5.789 -2.752 0.000
C -3.023 5.358 -1.438 0.000
C -2.693 4.038 -1.109 0.000
C -3.377 0.774 -2.178 0.000
C -4.441 0.816 -1.291 0.000
C -5.655 0.281 -1.685 0.000
C -5.794 -0.274 -2.953 0.000
C -4.716 -0.310 -3.827 0.000
C -3.486 0.215 -3.441 0.000
H -1.922 2.894 -4.208 0.000
H -2.489 5.247 -4.781 0.000
H -3.194 6.814 -3.002 0.000
H -3.338 6.042 -0.659 0.000
H -2.728 3.672 -0.087 0.000
H -4.301 1.231 -0.297 0.000
H -6.487 0.275 -0.991 0.000
H -6.744 -0.703 -3.252 0.000
H -4.819 -0.766 -4.805 0.000
H -2.624 0.164 -4.106 0.000
Cl -5.725 0.395 5.483 0.000
C -5.063 -0.199 3.964 0.000
C -4.007 0.475 3.376 0.001
C -3.468 -0.016 2.188 0.002
C -4.008 -1.144 1.573 0.001
C -5.082 -1.788 2.178 0.000
C -5.606 -1.336 3.385 0.000
C -3.480 -1.657 0.242 0.002
O -4.300 -2.275 -0.463 0.002
O -2.264 -1.406 -0.001 0.018
H -3.613 1.371 3.843 0.000
H -2.630 0.488 1.718 0.001
H -5.509 -2.647 1.675 0.000
H -6.428 -1.849 3.870 0.000
O 2.000 1.720 -0.169 0.034
S 1.174 2.955 -0.439 0.007
C 1.335 3.268 -2.247 0.000
C 2.708 2.910 -2.756 0.000
C 3.156 1.588 -2.763 0.000
C 4.448 1.287 -3.182 0.000
C 5.307 2.297 -3.600 0.000
C 4.869 3.613 -3.604 0.000
C 3.577 3.913 -3.178 0.000
C 2.236 4.375 0.043 0.001
C 3.220 3.957 1.106 0.000
C 2.943 4.131 2.452 0.000
C 3.851 3.711 3.421 0.000
C 5.046 3.114 3.040 0.000
C 5.319 2.921 1.695 0.000
C 4.403 3.328 0.731 0.000
H 1.087 4.322 -2.398 0.000
H 0.553 2.652 -2.700 0.000
H 2.501 0.793 -2.433 0.000
H 4.778 0.255 -3.186 0.000
H 6.310 2.057 -3.934 0.000
H 5.525 4.407 -3.940 0.000
H 3.234 4.944 -3.191 0.000
H 1.542 5.145 0.393 0.000
H 2.756 4.709 -0.852 0.000
H 2.011 4.606 2.749 0.000
H 3.619 3.845 4.471 0.000
H 5.757 2.791 3.791 0.000
H 6.240 2.437 1.392 0.000
H 4.602 3.153 -0.324 0.000
```

The value obtained for the lowest unoccupied orbital energy (spin up / spin down) is 1.94 / 1.94 eV. As for the max |F|: 0.044 hartree/bohr. Its net charge is -1. Its spin multiplicity is 4.